# 1
Here is a 11-piece molecular cluster, C30H87N5O11 overall at a distorted geometry from OMol25. Energies are from ωB97M-V with the def2-TZVPD basis set.

**ΔE to the lowest compared entry with this formula, charge and spin**: 0.3561 eV
**Orbital gap**: 8.8 eV
**LUMO**: 0.338 eV

ORCA input file:
```
! wB97M-V def2-TZVPD RIJCOSX def2/J DEFGRID3
* xyz 0 1
C -0.36123 1.12321 2.93815
O -0.95177 1.35596 1.64991
H -0.66053 0.17175 3.38554
H 0.72868 1.11169 2.85473
H -0.62695 1.99406 3.53767
H -1.77030 0.84693 1.58975
C 3.80180 -1.21641 -4.09714
O 4.56990 -1.61660 -2.97599
H 2.77403 -0.94505 -3.89522
H 4.33285 -0.43820 -4.62032
H 3.75084 -2.04510 -4.81739
H 4.02148 -2.18220 -2.42575
C -3.30535 0.45916 -0.91579
C -4.48416 1.01922 -1.77180
C -5.18857 2.07267 -0.91638
O -5.53826 1.61218 0.39473
C -6.55929 0.64834 0.27486
N -4.18831 1.66822 -3.02159
H -3.56993 0.13576 0.10498
H -2.48333 1.18991 -0.87223
H -2.95089 -0.46440 -1.38855
H -5.14766 0.17750 -1.95415
H -6.08910 2.47904 -1.36896
H -4.45596 2.85740 -0.73250
H -7.04749 0.63977 1.24533
H -6.08251 -0.31081 0.04193
H -7.21596 0.95225 -0.54860
H -3.38383 2.26549 -2.87326
H -3.86568 0.97545 -3.66700
C 2.40971 -2.49421 3.67383
C 1.02036 -3.13832 3.33680
C 1.33600 -3.93990 2.03268
O 0.15209 -4.65694 1.76081
C 0.18062 -4.99244 0.38615
N 0.53354 -4.09601 4.29651
H 2.70779 -1.90773 2.80031
H 3.08326 -3.23069 4.10461
H 2.36044 -1.78503 4.50049
H 0.32868 -2.29118 3.15992
H 2.19897 -4.58638 2.23030
H 1.60468 -3.33691 1.16146
H -0.68013 -5.60927 0.16487
H 1.10753 -5.41328 -0.00992
H 0.04909 -4.02734 -0.13228
H 0.38480 -3.72342 5.21611
H -0.22894 -4.67779 3.99851
C -2.56228 -2.04362 2.04787
C -3.05915 -3.30466 2.76538
C -4.52910 -3.11092 2.99826
O -4.79576 -1.93102 3.72155
C -6.16985 -1.75365 3.84689
N -2.86230 -4.59261 2.14049
H -3.05786 -1.87730 1.10801
H -1.53621 -2.28476 1.79157
H -2.66272 -1.13144 2.63698
H -2.55226 -3.39929 3.73517
H -4.98365 -3.97204 3.50742
H -4.95642 -3.00414 1.97749
H -6.31827 -0.89487 4.50584
H -6.66733 -2.61705 4.29493
H -6.57332 -1.57515 2.84260
H -1.88858 -4.87742 2.20766
H -3.06723 -4.58252 1.14959
C 4.05499 1.75602 2.37488
C 3.65761 1.10282 3.71051
C 4.80787 0.19352 4.10870
O 4.43100 -0.50982 5.24904
C 5.49008 -1.33666 5.77112
N 3.31567 2.06071 4.74986
H 3.18199 2.32452 2.04172
H 4.35295 1.03874 1.60536
H 4.84310 2.48711 2.51282
H 2.78528 0.44550 3.57179
H 5.69942 0.81754 4.27986
H 5.03571 -0.43969 3.23662
H 6.37631 -0.75489 5.97993
H 5.75982 -2.10658 5.03355
H 5.07397 -1.90009 6.60098
H 4.02747 2.78731 4.78867
H 3.40694 1.57931 5.64499
C -1.70260 5.08541 -3.73456
C -1.03399 4.42405 -2.53626
C -1.36600 5.13985 -1.25016
O -0.78839 6.40936 -1.20611
C -1.14201 7.07747 0.02216
N -1.28203 2.98675 -2.41316
H -1.51219 6.14913 -3.60827
H -2.76405 4.82233 -3.59556
H -1.44936 4.68941 -4.71640
H 0.04532 4.66607 -2.65901
H -0.99208 4.47770 -0.45968
H -2.43943 5.21510 -1.06846
H -2.21325 7.03424 0.17771
H -0.77410 8.10173 -0.02392
H -0.60645 6.61173 0.84811
H -0.74334 2.56128 -1.66060
H -1.21513 2.43176 -3.26546
C 1.08767 1.59472 -4.99419
C 0.02890 0.50698 -5.07170
O -1.30296 0.96000 -4.83971
H 1.09270 2.04198 -4.01013
H 0.87310 2.40776 -5.68688
H 2.06716 1.16655 -5.23250
H 0.23922 -0.25324 -4.31169
H 0.04536 -0.07661 -6.00520
H -1.53917 1.58384 -5.53812
C 0.59947 -3.15991 -3.86099
C 1.29243 -4.45632 -4.20750
O 1.27685 -5.23265 -3.00655
H 1.01505 -2.76249 -2.94043
H -0.48398 -3.25485 -3.86991
H 0.83071 -2.37982 -4.61081
H 2.31969 -4.31814 -4.51539
H 0.81675 -5.00072 -5.02204
H 1.96090 -5.89840 -3.13457
C 1.98331 -0.63610 -0.39933
C 0.61382 -0.28290 -0.99747
O 0.25529 1.09504 -0.74926
H 2.18338 -1.68900 -0.57919
H 2.08306 -0.36397 0.65199
H 2.77464 -0.04016 -0.86761
H -0.19187 -0.90447 -0.58446
H 0.55208 -0.39152 -2.08363
H -0.08116 1.12016 0.16228
C 3.01479 3.04728 -1.51529
C 4.11194 2.62868 -2.54212
O 5.42598 2.99234 -2.04607
H 3.16684 2.54050 -0.57248
H 2.00567 2.84598 -1.85204
H 3.15190 4.12628 -1.36941
H 3.93724 3.09672 -3.51115
H 4.06834 1.58690 -2.81282
H 6.04505 2.65285 -2.69816
*
```

Atom charges from the Löwdin analysis, given in e for atoms 1 to 5: atom 1 (C): -0.0922, atom 2 (O): -0.1348, atom 3 (H): 0.0733, atom 4 (H): 0.0638, atom 5 (H): 0.0871

---

# 2
Here is CBrF2I as an isolated structure at a distorted geometry from OMol25. Energies are from ωB97M-V with the def2-TZVPD basis set.

**ΔE to the lowest compared entry with this formula, charge and spin**: 1.2786 eV
**Orbital gap (alpha / beta)**: 7.1 / 7.1 eV
**LUMO (alpha / beta)**: -2.266 / -2.242 eV

ORCA input file:
```
! wB97M-V def2-TZVPD RIJCOSX def2/J DEFGRID3
* xyz 0 1
C -0.08818 -0.32537 0.14678
F -0.40104 0.04152 1.34272
F 0.91010 -1.15586 0.13425
Br -1.58232 -0.70290 -1.05036
I 1.16144 2.14261 -0.57340
*
```

And the natural (NBO) charges, in e, turn out to be: atom 1 (C): 0.7096, atom 2 (F): -0.2898, atom 3 (F): -0.2897, atom 4 (Br): 0.1249, atom 5 (I): -0.2549

---

# 3
Here is C3H5I3O3 as an isolated structure at a distorted geometry from OMol25. Energies are from ωB97M-V with the def2-TZVPD basis set.

**ΔE to the lowest compared entry with this formula, charge and spin**: 0.9793 eV
**Orbital gap**: 8.7 eV
**LUMO**: -0.287 eV

ORCA input file:
```
! wB97M-V def2-TZVPD RIJCOSX def2/J DEFGRID3
* xyz 0 1
C -0.72428 0.64932 -1.49036
C 0.26893 0.88520 -0.36639
C 0.20114 -0.47854 0.74481
O -0.86963 -0.48369 1.43045
O 0.31200 -1.55765 -0.14762
O 1.27053 -0.45266 1.63535
I -2.71005 0.51179 -0.77019
I 2.35020 0.81873 -1.06858
I 0.03343 2.68101 0.76281
H -0.52680 -0.15641 -2.19480
H -0.86366 1.52903 -2.16012
H -0.87452 -1.08693 2.29522
H 0.07908 -2.43424 0.28946
H 2.05361 -0.42495 1.03996
*
```

Atom charges from the natural (NBO) analysis, given in e for atoms 1 to 5: atom 1 (C): -0.6522, atom 2 (C): -0.3691, atom 3 (C): 0.7451, atom 4 (O): -0.7203, atom 5 (O): -0.7619

---

# 4
Here is one molecule with the formula C3H5NO2 from OMol25. Energies are from ωB97M-V with the def2-TZVPD basis set.

**ΔE to the lowest compared entry with this formula, charge and spin**: 0.3150 eV
**Orbital gap**: 11.0 eV
**LUMO**: 0.716 eV

ORCA input file:
```
! wB97M-V def2-TZVPD RIJCOSX def2/J DEFGRID3
* xyz 0 1
C -1.68735 0.10398 0.13550
C -0.31477 0.32268 -0.46417
O -0.05400 1.34986 -1.04748
N 0.71849 -0.59482 -0.18859
C 1.96512 -0.10364 0.17099
O 2.90704 -0.79537 0.47025
H -2.45600 0.06552 -0.64270
H -1.86993 1.01604 0.71720
H -1.76194 -0.76138 0.79787
H 0.59121 -1.60002 -0.15265
H 1.96213 0.99714 0.20379
*
```

Atom charges from the natural (NBO) analysis, given in e for atoms 1 to 5: atom 1 (C): -0.7196, atom 2 (C): 0.6931, atom 3 (O): -0.5510, atom 4 (N): -0.6810, atom 5 (C): 0.5416

---

# 5
Here is C44H56BLuN12O3PS3Se as an isolated structure at a distorted geometry from OMol25. Energies are from ωB97M-V with the def2-TZVPD basis set.

**Orbital gap**: 6.1 eV
**LUMO**: -3.180 eV

ORCA input file:
```
! wB97M-V def2-TZVPD RIJCOSX def2/J DEFGRID3
* xyz 1 1
Lu 0.18743 -0.07072 0.24444
C -1.45444 -1.21710 -2.70808
C -0.20672 -0.46147 -3.14477
N 0.94194 -0.71976 -2.26267
C 1.72281 -1.90538 -2.64719
C 1.08189 -3.23639 -2.27197
S 0.41374 -3.28730 -0.57229
C -1.35227 -3.58828 -0.87878
C -2.21966 -2.35047 -0.66400
N -1.64142 -1.12696 -1.25072
H -1.37997 -2.26319 -2.99145
H -2.31324 -0.80730 -3.24700
H -0.42685 0.60368 -3.08794
H 0.02462 -0.70934 -4.18764
H 1.57771 0.06461 -2.37103
H 2.68812 -1.82339 -2.16346
H 1.89320 -1.91002 -3.73017
H 1.83863 -4.01914 -2.33907
H 0.28064 -3.51132 -2.95551
H -1.65033 -4.35792 -0.17245
H -1.44146 -3.99770 -1.88311
H -2.32531 -2.17528 0.40338
H -3.21398 -2.55986 -1.07090
H -2.31689 -0.38783 -1.05368
C -1.83896 3.76800 2.49296
N -2.83626 3.49003 1.47591
C -3.75598 4.41662 1.01878
C -4.59407 3.75763 0.19619
N -4.19107 2.44411 0.12797
B -4.95235 1.32856 -0.65382
N -4.74261 1.46634 -2.22086
C -5.73074 1.01208 -3.07634
C -5.31304 1.16473 -4.34479
N -4.05367 1.72926 -4.27793
C -3.27327 2.13655 -5.43076
C -3.71285 1.90864 -2.96496
S -2.22547 2.61092 -2.48927
C -3.11341 2.28307 0.91823
S -2.31085 0.79192 1.25944
H -1.42723 4.76266 2.32991
H -1.05825 3.02571 2.42629
H -2.28014 3.71907 3.48789
H -3.71875 5.44808 1.32702
H -5.45171 4.11056 -0.35143
H -4.53836 0.25976 -0.28721
H -6.13432 1.48634 -0.47872
H -6.65338 0.60746 -2.69624
H -5.79197 0.93825 -5.28336
H -3.89134 2.72411 -6.10733
H -2.88339 1.26714 -5.96147
H -2.44398 2.74400 -5.08366
O -0.53430 -3.57028 2.02332
C -0.27900 -2.46106 2.45546
O -0.44973 -1.34544 1.81396
C 0.38136 -2.31845 3.79949
C 0.38430 -3.42067 4.65101
C 1.04820 -3.36555 5.86176
C 1.72649 -2.20634 6.21983
C 1.73372 -1.10918 5.37449
C 1.07153 -1.14901 4.14530
P 0.98265 0.39696 3.11466
C -0.03953 1.26115 4.39597
C 0.46672 2.14662 5.34438
C -0.34921 2.61602 6.36759
C -1.67304 2.21354 6.45095
C -2.18243 1.32571 5.51280
C -1.36891 0.84478 4.49908
C 2.63404 1.15314 3.41337
C 3.80233 0.41863 3.60738
C 5.04085 1.04993 3.63506
C 5.12806 2.42551 3.47825
C 3.97095 3.17181 3.29280
C 2.74142 2.53640 3.22967
H -0.14959 -4.30887 4.33760
H 1.03629 -4.21581 6.53179
H 2.24534 -2.15286 7.16985
H 2.25392 -0.21086 5.67888
H 1.49628 2.47385 5.30313
H 0.05970 3.28993 7.11026
H -2.30291 2.58232 7.25100
H -3.21368 0.99947 5.57070
H -1.76328 0.14583 3.77624
H 3.74813 -0.65206 3.75956
H 5.93997 0.46708 3.79515
H 6.09352 2.91547 3.50048
H 4.03204 4.24745 3.18326
H 1.83885 3.11604 3.05752
O 0.09983 2.46549 0.36963
H 0.67866 3.21156 0.18287
H -0.72191 2.64250 -0.14051
Se 3.97751 1.54065 0.04979
N 2.44228 1.59170 -0.84456
C 2.45508 2.76807 -1.49436
C 1.43568 3.22263 -2.37354
C 1.57208 4.43748 -2.97022
C 2.70826 5.27028 -2.74154
C 3.71566 4.87064 -1.92392
C 3.61085 3.60305 -1.28332
N 4.52844 3.10225 -0.46402
H 0.56153 2.61097 -2.55341
H 0.80124 4.78105 -3.64972
H 2.76444 6.23119 -3.23835
H 4.59012 5.48060 -1.73768
C 4.47928 -5.43938 -0.13676
C 4.20597 -5.30472 1.35948
C 2.74744 -5.61244 1.69400
C 4.62787 -3.92552 1.88538
N 3.88723 -2.82325 1.26490
C 2.68939 -2.34220 1.57201
N 2.39041 -1.38272 0.71592
N 3.44791 -1.31292 -0.12611
N 4.34519 -2.16621 0.19023
H 4.20556 -6.43974 -0.47578
H 5.53520 -5.27892 -0.36517
H 3.89207 -4.71897 -0.71325
H 4.84044 -6.01711 1.89394
H 2.05189 -4.99053 1.12433
H 2.54111 -5.46855 2.75954
H 2.52530 -6.65221 1.44932
H 5.67858 -3.74012 1.67481
H 4.45939 -3.87049 2.95961
H 2.08300 -2.70266 2.38325
*
```

Atom charges from the Löwdin analysis, given in e for atoms 1 to 5: atom 1 (Lu): 1.5479, atom 2 (C): -0.1811, atom 3 (C): -0.2005, atom 4 (N): -0.1422, atom 5 (C): -0.2658

---

Copy entry 2 word for word.
Here is CBrF2I as an isolated structure at a distorted geometry from OMol25. Energies are from ωB97M-V with the def2-TZVPD basis set.

**ΔE to the lowest compared entry with this formula, charge and spin**: 1.2786 eV
**Orbital gap (alpha / beta)**: 7.1 / 7.1 eV
**LUMO (alpha / beta)**: -2.266 / -2.242 eV

ORCA input file:
```
! wB97M-V def2-TZVPD RIJCOSX def2/J DEFGRID3
* xyz 0 1
C -0.08818 -0.32537 0.14678
F -0.40104 0.04152 1.34272
F 0.91010 -1.15586 0.13425
Br -1.58232 -0.70290 -1.05036
I 1.16144 2.14261 -0.57340
*
```

And the natural (NBO) charges, in e, turn out to be: atom 1 (C): 0.7096, atom 2 (F): -0.2898, atom 3 (F): -0.2897, atom 4 (Br): 0.1249, atom 5 (I): -0.2549